A structure of composition C48H79MnN4O3SSe2Si in a non-equilibrium geometry. Source: the OMol25 dataset; level of theory: ωB97M-V/def2-TZVPD.

Output
Multiplicity = 6
DFT total energy = -8962.99608 Ha
HOMO (spin up / spin down) = -0.1496 / -0.1514 Ha
HOMO-LUMO gap (spin up / spin down) = 6.3 / 6.3 eV
Total charge = -1
Relative energy (zero: lowest compared OMol25 entry of this formula, charge and spin) = 49.2 kJ/mol
LUMO (spin up / spin down) = 2.208 / 2.205 eV

```
139
Properties=species:S:1:pos:R:3:forces:R:3:lowdin_charge:R:1
Mn 0.489 0.158 -0.252 -0.2549 -0.5224 0.4936 0.538
C 2.638 -4.273 6.114 -0.1074 0.1358 0.0920 -0.055
C 1.789 -3.000 6.236 0.0247 -0.0936 0.1065 -0.563
C 0.400 -3.406 6.739 0.2815 0.0688 -0.0948 -0.071
C 2.415 -2.063 7.279 -0.0864 -0.1471 -0.0883 -0.052
C 1.732 -2.305 4.883 -0.1157 -0.0696 0.1190 -0.197
C 0.550 -2.087 4.199 0.1415 -0.0400 0.1174 -0.086
C 0.558 -1.482 2.960 -0.4287 0.2494 -0.4697 -0.373
Se -1.154 -1.055 2.141 0.2918 0.1169 0.4789 1.135
C -1.336 0.742 2.834 0.1315 -0.4371 -0.5131 -0.379
C -2.066 0.942 3.987 -0.0294 0.1614 0.0807 -0.083
C -2.204 2.215 4.516 -0.0253 -0.1405 0.0963 -0.191
C -1.544 3.252 3.849 -0.0586 -0.1317 0.0317 0.011
C -0.813 3.084 2.688 0.0776 0.0374 -0.2312 -0.084
C -0.726 1.784 2.101 -0.4255 -0.3856 0.5025 -0.379
O -0.141 1.547 0.980 0.1499 0.7708 -0.0575 -0.255
C -0.094 4.242 2.005 0.1100 0.1219 -0.0671 -0.528
C -0.644 4.428 0.586 0.0236 -0.0988 0.0050 -0.053
C 1.404 3.914 1.928 -0.0478 -0.0976 -0.0518 -0.038
C -0.258 5.568 2.758 0.0425 -0.2837 -0.1183 -0.074
C -3.045 2.500 5.754 -0.0679 0.0381 0.1044 -0.561
C -3.670 1.224 6.330 0.1068 0.2393 -0.0941 -0.074
C -2.192 3.147 6.854 -0.1103 -0.1049 -0.1167 -0.054
C -4.184 3.461 5.384 0.1193 -0.1454 0.0808 -0.054
C 1.750 -1.110 2.295 -0.4767 -0.3345 0.3662 -0.369
O 1.733 -0.700 1.071 0.5190 0.0363 -0.3493 -0.222
C 2.956 -1.242 3.046 -0.0146 0.0834 -0.1954 -0.088
C 2.908 -1.846 4.287 -0.1141 -0.0450 0.0116 0.005
C 4.249 -0.692 2.456 0.1535 0.0189 -0.0545 -0.528
C 5.433 -0.811 3.420 -0.2222 0.0000 -0.1401 -0.071
C 4.593 -1.454 1.173 -0.1044 0.1377 0.0232 -0.049
C 4.050 0.791 2.122 -0.0878 -0.0398 -0.1246 -0.040
H 2.692 -4.789 7.073 0.0381 -0.0870 0.1143 0.075
H 3.650 -4.040 5.791 0.1357 0.0014 -0.0395 0.073
H 2.195 -4.945 5.381 -0.0202 -0.0975 -0.0866 0.085
H 0.490 -3.868 7.722 -0.0044 -0.0527 0.0774 0.077
H -0.063 -4.124 6.065 -0.1088 -0.0371 -0.0500 0.083
H -0.244 -2.536 6.828 -0.1572 0.0769 0.0279 0.081
H 2.450 -2.552 8.253 0.0318 -0.0310 0.1218 0.075
H 1.819 -1.157 7.364 -0.0285 0.1203 0.0334 0.088
H 3.428 -1.781 7.002 0.0929 0.0515 -0.0142 0.072
H -0.408 -2.374 4.606 -0.0628 -0.0147 0.1197 0.083
H -2.525 0.079 4.447 -0.0297 -0.0317 0.0770 0.083
H -1.625 4.245 4.264 0.0153 0.1293 0.0352 0.090
H -0.483 3.525 0.004 -0.0431 -0.0196 -0.0571 0.047
H -0.138 5.257 0.091 0.0794 0.1740 -0.0490 0.076
H -1.713 4.632 0.613 -0.1327 0.0511 -0.0231 0.085
H 1.558 3.009 1.345 0.0329 -0.0207 0.0064 0.067
H 1.813 3.756 2.926 0.0517 0.0206 0.1049 0.086
H 1.951 4.725 1.449 0.0642 0.1650 -0.0499 0.079
H -1.305 5.854 2.819 -0.1710 0.0920 0.0624 0.078
H 0.272 6.353 2.222 0.0783 0.0688 -0.0770 0.077
H 0.157 5.506 3.762 0.0117 0.0272 0.1614 0.080
H -2.902 0.510 6.619 0.0541 -0.1153 0.0326 0.081
H -4.330 0.756 5.603 -0.0748 -0.1123 -0.0580 0.082
H -4.257 1.470 7.214 -0.0537 0.0283 0.0798 0.077
H -1.375 2.488 7.140 0.1168 -0.0700 0.0255 0.086
H -2.803 3.343 7.735 -0.0598 0.0499 0.1254 0.075
H -1.768 4.090 6.520 0.0934 0.1267 -0.0432 0.072
H -4.794 3.032 4.593 -0.0872 -0.0209 -0.0934 0.087
H -3.791 4.412 5.033 0.0168 0.1224 -0.0592 0.074
H -4.813 3.646 6.254 -0.1162 0.0786 0.0926 0.075
H 3.828 -1.984 4.833 0.1775 0.0430 0.0562 0.089
H 5.655 -1.854 3.636 0.0792 -0.1336 0.1043 0.077
H 5.231 -0.287 4.352 0.0181 0.0323 0.1549 0.082
H 6.317 -0.365 2.966 0.0733 0.0429 -0.0718 0.078
H 4.713 -2.516 1.376 0.0525 -0.1979 0.0428 0.086
H 5.518 -1.076 0.739 0.1692 0.0605 -0.0573 0.082
H 3.789 -1.334 0.453 0.0478 0.0017 0.0471 0.047
H 3.788 1.353 3.017 -0.0040 0.0887 0.1114 0.090
H 3.248 0.907 1.396 0.0072 0.0760 0.0555 0.068
H 4.961 1.211 1.695 0.1611 0.0598 -0.0122 0.078
C -2.236 -1.142 -3.334 0.0635 0.1560 0.2459 0.027
C -1.612 -1.490 -2.003 -0.2102 0.0605 -0.1304 -0.498
O -1.342 -0.648 -1.159 -0.1293 -0.2589 -0.3993 -0.088
N -1.413 -2.819 -1.802 0.2718 -0.1410 -0.0284 0.075
C -0.610 -3.285 -0.686 -0.1883 0.2869 0.3752 -0.119
C 0.865 -3.098 -0.926 0.1510 0.9050 -0.3707 -0.241
C 1.760 -4.115 -0.658 0.2614 -0.2973 0.0028 -0.022
C 3.092 -3.986 -1.030 -0.2254 0.7590 -0.2784 -0.051
C 3.472 -2.794 -1.652 0.1405 -0.9928 0.2460 -0.068
C 2.532 -1.802 -1.808 -0.7349 0.3513 -0.0081 -0.149
N 1.242 -1.905 -1.452 0.6345 -1.4573 0.0670 0.094
H -2.739 -0.187 -3.238 -0.0835 0.0400 0.0098 0.051
H -2.944 -1.905 -3.653 -0.0282 -0.0599 -0.0525 0.079
H -1.450 -1.040 -4.081 0.1141 -0.0100 -0.0088 0.093
H -1.438 -3.418 -2.614 -0.1132 0.1460 0.0081 0.140
H -0.836 -4.338 -0.505 0.0198 0.1031 0.0203 0.125
H -0.927 -2.702 0.190 0.1278 -0.1877 -0.1471 0.049
H 1.405 -5.016 -0.176 -0.0150 -0.0654 -0.0358 0.110
H 3.798 -4.784 -0.860 0.0797 -0.0521 0.0576 0.104
H 4.488 -2.643 -1.991 -0.0093 0.0635 0.0255 0.108
H 2.811 -0.857 -2.250 -0.0805 0.0753 0.0730 0.030
C -1.644 5.900 -3.170 0.2658 -0.0697 0.0353 -0.103
C -0.400 5.031 -3.307 -0.0924 -0.0308 -0.1811 -0.259
C -0.478 3.992 -4.429 -0.0635 -0.0435 0.2202 -0.210
C -1.780 3.188 -4.441 0.0174 0.0095 -0.5023 -0.206
N -2.088 2.674 -3.129 0.2385 0.0005 -0.1343 0.015
C -3.237 2.226 -2.615 -0.3455 -0.1377 0.3464 -0.882
S -3.347 1.916 -0.984 0.0175 -0.0964 0.6815 0.674
N -4.358 1.931 -3.349 -0.0773 -0.0796 -0.0920 -0.026
C -4.830 2.387 -4.635 0.1483 0.3806 -0.3419 -0.208
C -5.446 3.798 -4.625 -0.0769 -0.4014 -0.0409 -0.196
C -6.627 3.914 -3.656 0.1947 0.2118 0.0477 -0.262
C -6.219 4.324 -2.245 -0.1453 -0.0876 -0.1470 -0.105
H -1.460 6.692 -2.448 -0.0766 0.1130 0.0730 0.069
H -2.482 5.311 -2.810 -0.2008 -0.0412 0.0439 0.059
H -1.913 6.359 -4.120 -0.0792 0.0935 -0.1375 0.070
H -0.214 4.515 -2.365 0.0899 0.0268 0.0924 0.071
H 0.469 5.665 -3.498 0.0752 -0.0305 0.0632 0.105
H 0.358 3.300 -4.305 -0.0244 0.0514 -0.1146 0.042
H -0.384 4.482 -5.404 -0.0089 -0.0514 -0.0040 0.113
H -1.666 2.363 -5.160 -0.1176 0.1422 -0.0304 0.119
H -2.597 3.836 -4.770 0.0524 -0.0761 -0.0605 0.094
H -1.292 2.589 -2.504 -0.1883 0.0254 0.0927 0.038
H -5.096 1.633 -2.722 0.2847 0.0811 -0.0484 0.089
H -5.603 1.672 -4.943 0.1202 0.0921 -0.0492 0.118
H -4.022 2.332 -5.366 -0.1201 -0.0416 -0.0096 0.097
H -5.782 4.015 -5.643 0.0727 0.0245 -0.0259 0.106
H -4.685 4.534 -4.361 0.0811 0.0682 -0.0246 0.097
H -7.150 2.955 -3.624 -0.1484 -0.0303 -0.0477 0.101
H -7.330 4.659 -4.036 -0.0973 -0.0898 -0.0517 0.098
H -5.462 3.666 -1.828 0.0991 -0.0334 0.1457 0.020
H -7.086 4.299 -1.590 -0.0644 0.0571 0.1765 0.069
H -5.822 5.336 -2.245 0.0738 0.1199 0.0253 0.074
C 3.440 3.306 -4.080 -0.0953 -0.5876 0.4576 -0.235
Si 3.305 1.698 -3.046 -0.0323 0.1337 0.1035 0.180
C 3.795 0.286 -4.269 -0.2095 0.3640 0.4435 -0.230
C 4.612 1.726 -1.645 -0.5564 -0.0063 -0.5789 -0.216
Se 1.184 1.523 -2.209 0.8452 0.5424 -1.0104 0.412
H 4.483 3.524 -4.293 0.2344 0.0469 -0.0502 0.016
H 3.006 4.150 -3.554 -0.0582 0.1655 0.1744 0.010
H 2.917 3.204 -5.026 -0.1244 -0.0890 -0.1802 0.013
H 4.299 0.695 -5.140 0.1214 0.1553 -0.1296 0.013
H 2.922 -0.258 -4.617 -0.1919 -0.0492 -0.0458 0.014
H 4.468 -0.432 -3.808 0.1261 -0.1129 0.1097 0.007
H 5.627 1.691 -2.032 0.2203 -0.0072 -0.1803 0.019
H 4.476 0.879 -0.977 -0.0802 -0.1767 0.1059 -0.001
H 4.509 2.626 -1.048 -0.0905 0.1945 0.1374 0.023
```
Positions in Å, forces in eV/Å.